No. 1
This record from OMol25 describes a single C4H10O2 molecule. The level of theory is ωB97M-V/def2-TZVPD.

Atoms and positions in Å:
1 C -0.44231 -0.33579 -0.71034
2 C 0.44559 0.71522 -0.05568
3 H -2.25244 -1.48919 1.73500
4 H 1.65042 1.28966 -1.75819
5 H 0.10739 -1.27578 -0.87381
6 H -1.02295 -2.42194 0.81858
7 H -0.81322 0.03610 -1.67145
8 H -0.53076 -1.03756 1.82529
9 H 0.64234 0.39161 0.97996
10 O -1.58997 -0.56748 0.08096
11 H 2.40542 1.57717 -0.17609
12 C 1.78116 0.88607 -0.74929
13 H 2.29965 -0.07748 -0.81343
14 C -1.32465 -1.42136 1.16748
15 H -1.12996 1.77033 0.24520
16 O -0.22570 1.96045 -0.04419

Summary:
* frontier orbital gap: 10.737 eV
* calculated total energy: -8404.49487 eV
* 2S+1: 1
* SMILES string: COC[C@@H](C)O
* E_HOMO: -9.751 eV
* energy above the lowest of the compared OMol25 structures with the same formula, charge and spin: 24.3 kcal per mole
* strongest force on any atom: 0.0075 Eh/bohr

=====

No. 2
This record from OMol25 describes C29H42MoN3O2SbSi3 as an isolated structure. The level of theory is ωB97M-V/def2-TZVPD.

Atoms and positions in Å:
1 N -3.85251 -0.06279 0.29528
2 H -4.61488 -2.37035 -0.50592
3 H 0.05799 4.31949 -1.92776
4 C -3.60458 -2.11319 -0.79091
5 H 0.98309 4.59136 1.86288
6 H -4.12842 -4.39684 -2.25343
7 C -0.07993 3.68368 -1.04405
8 C -5.91885 3.60504 1.08276
9 H 3.03492 3.71170 -1.02758
10 C -0.12459 -2.24747 -0.28253
11 H 3.52903 2.08914 -1.55402
12 H -2.79139 -5.10821 -4.22954
13 H 1.25286 0.56349 -3.06784
14 C 2.90084 -2.26119 1.42950
15 C -5.27293 2.49377 0.56526
16 H 3.95702 3.82011 2.85397
17 H 2.09638 -1.33249 -1.78167
18 C 2.05750 1.47988 4.15066
19 H 4.96436 0.91755 0.27021
20 C -2.52031 -4.22698 -3.65911
21 H -0.16678 -1.79985 -3.49867
22 H 2.01315 -6.06146 -1.77500
23 H -0.11739 3.72938 2.95479
24 Sb 1.01535 0.71303 0.88642
25 C -3.21189 3.19892 1.58701
26 H 1.33818 4.53615 3.60109
27 H 3.74640 -1.97242 -1.62421
28 H -1.12192 3.35849 -0.99607
29 H 3.06541 -2.02954 2.48962
30 C -3.85628 4.30413 2.12464
31 H 4.43269 2.29148 2.09810
32 H -6.97015 3.76843 0.88073
33 Mo -1.07695 -0.68667 -0.65464
34 C 0.52310 -6.44044 -0.27598
35 C 0.43743 1.08338 -2.56054
36 N -3.01814 -1.00975 -0.30541
37 H -0.17748 1.60525 -3.29749
38 N -1.73662 -1.99680 -2.16210
39 Si 1.98235 2.44846 2.56116
40 O -1.88380 3.04491 1.84570
41 C -2.87677 -2.69684 -1.83938
42 C -0.59845 -4.49280 0.59838
43 H 1.69816 -3.61786 -1.74821
44 H 1.05930 1.11753 4.41936
45 H 5.51818 -0.75722 0.47132
46 H 2.43653 2.09586 4.97715
47 C 3.67360 3.06908 2.10416
48 H -1.33203 -4.04059 1.25556
49 H -1.01113 -6.49469 1.22705
50 C -3.23666 1.07254 0.29207
51 H -3.28712 4.99590 2.73663
52 C 2.75407 2.85753 -1.65514
53 H -1.53763 2.36186 1.24596
54 C -1.39519 -3.45701 -4.02999
55 H 0.12831 4.28470 -0.15241
56 Si 1.06148 2.22963 -1.17810
57 C -3.25197 -3.84555 -2.57560
58 H 2.71437 0.60818 4.04090
59 C 0.93322 3.96226 2.75760
60 C -0.41424 -5.86442 0.57784
61 H 2.73836 3.19822 -2.69970
62 Si 3.09494 -0.72978 0.39596
63 C 1.10948 -4.24596 -1.09203
64 H 3.67147 3.55495 1.12274
65 H 0.65987 -7.51452 -0.29224
66 C -3.92167 2.27571 0.81571
67 H -5.80939 1.76767 -0.03456
68 H -5.69982 5.37279 2.28541
69 O -2.00051 1.20193 -0.16096
70 C -5.20426 4.50320 1.87012
71 C -1.04249 -2.38564 -3.26317
72 H -0.80329 -3.70931 -4.90177
73 C 4.76861 -0.02249 0.79500
74 H -0.20922 0.30063 -2.16110
75 C 3.10504 -1.10411 -1.42942
76 H 1.90332 -2.68864 1.32453
77 C 0.15253 -3.64703 -0.24806
78 H 3.63429 -3.01870 1.12485
79 H 3.49270 -0.25440 -2.00310
80 C 1.28083 -5.62181 -1.10705
81 H 4.90097 0.13844 1.86835

Summary:
* frontier orbital gap (spin up / spin down): 5.884 / 6.280 eV
* calculated total energy: -71345.89751 eV
* 2S+1: 3
* E_HOMO (spin up / spin down): -5.637 / -6.997 eV
* energy above the lowest of the compared OMol25 structures with the same formula, charge and spin: 25.7 kcal per mole
* strongest force on any atom: 0.0398 Eh/bohr

=====

No. 3
This record from OMol25 describes CHO6S2 as an isolated structure. The level of theory is ωB97M-V/def2-TZVPD.

Atoms and positions in Å:
1 O 2.52790 0.84754 0.63215
2 O 2.71046 -1.60205 0.47831
3 O -1.47274 -0.12268 0.49937
4 O -3.44931 -1.09079 0.35403
5 O 1.06495 -0.15582 -0.80267
6 O 0.32925 2.04584 -0.04744
7 S 0.62197 0.71729 0.43042
8 C -2.57775 -0.42607 -0.11249
9 S 2.71889 -0.37696 -0.30353
10 H -2.47363 0.16369 -1.12814

Summary:
* frontier orbital gap: 8.502 eV
* total charge: -1
* calculated total energy: -35008.57126 eV
* 2S+1: 1
* E_HOMO: -5.438 eV
* energy above the lowest of the compared OMol25 structures with the same formula, charge and spin: 16.0 kcal per mole
* strongest force on any atom: 0.0913 Eh/bohr

=====

No. 4
This record from OMol25 describes a 16-piece molecular cluster, C64H176N16O16 overall. The level of theory is ωB97M-V/def2-TZVPD.

Atoms and positions in Å:
1 N 0.70783 -7.13664 -1.57223
2 C -0.61367 -5.68430 -0.11361
3 H -2.88788 -1.38347 -5.01824
4 C 3.18429 -3.77674 3.34109
5 H -7.45863 -2.45451 5.25259
6 H -5.79136 0.85687 -9.58255
7 C -6.09378 -0.45513 -2.98129
8 C -7.34355 -2.16466 4.20816
9 H 1.95994 -3.92461 -2.71421
10 H -1.19326 -3.67663 1.42925
11 H 2.88580 -0.26282 7.75545
12 H -4.64265 1.38740 -5.13781
13 H -1.55866 1.99066 -5.58455
14 H 6.62333 6.45083 4.49936
15 N 4.37234 -1.33805 5.18031
16 H 8.27997 1.81056 5.88746
17 C 1.45741 0.90602 6.32084
18 H 4.93168 -3.18480 2.60874
19 C -2.43480 2.92421 0.69221
20 H 1.14546 -7.31569 1.24534
21 H -0.57923 1.26339 -2.29964
22 H 4.99168 -4.73108 2.76868
23 H 0.49419 -3.83861 -5.46548
24 C -0.10902 5.74551 4.36989
25 H 6.91967 -0.16656 5.84719
26 H -1.81599 1.84066 4.74254
27 H -2.04795 6.44032 3.68332
28 H -6.30885 -0.17920 2.39139
29 C -0.11947 -0.26246 0.00543
30 H 5.99991 -2.73228 -5.31313
31 O -3.65055 -1.14728 -6.90456
32 H -4.91306 -2.58931 -7.76184
33 N 2.05505 -1.06239 -2.96638
34 N 1.28402 6.14146 4.11235
35 C -0.65164 -5.60178 -5.54164
36 H -5.13766 -0.87767 -11.03837
37 H -0.62842 -5.58469 4.55003
38 H -2.55913 3.48482 1.61868
39 H -1.42128 2.27899 6.32110
40 H 3.26461 6.99415 3.72854
41 O 1.22707 -4.86281 4.25639
42 C 4.40037 5.11683 2.29381
43 C 1.08247 9.93835 -0.29335
44 H 4.10458 6.27047 4.82151
45 N -1.26610 1.99414 -2.17995
46 C -1.94511 -4.46158 1.51084
47 N 1.57136 1.45461 -0.73761
48 C -1.87334 -6.29985 -4.85296
49 C -1.02046 6.31887 3.34035
50 H 1.48325 4.48316 -1.93085
51 H 4.96663 -1.36823 -0.03823
52 H 1.92214 10.61113 -0.46773
53 C -4.10955 -1.89776 -8.01527
54 H 5.34640 -4.37301 -5.31108
55 O 6.27793 0.86723 -0.69021
56 H 4.38650 0.75933 0.31629
57 H 1.94469 1.08834 -1.60166
58 H 3.97810 -0.69420 2.81430
59 H -5.20237 -3.25344 -2.91721
60 H 1.89146 4.60660 0.23748
61 H 0.54670 10.29290 0.58719
62 H -4.33754 -2.18555 -10.86030
63 H 2.73322 8.31727 1.46100
64 N 4.64326 -3.91255 3.24692
65 C 7.73280 2.21848 5.03759
66 H -0.56678 -1.55434 3.04247
67 H 1.36605 -0.03338 2.32665
68 H -2.06424 0.89895 -4.26088
69 C -4.41789 4.64791 -4.77335
70 N -6.67322 -1.93459 -0.92105
71 C -4.64811 2.44753 -0.09175
72 H 6.07460 -1.41760 4.09961
73 H -3.72519 -2.23825 -2.75570
74 H 7.36941 -0.48526 -1.73593
75 H -4.69977 5.10084 -5.72388
76 C -4.45166 -0.91842 -9.20633
77 H 0.14518 -6.33986 -5.63340
78 H 2.68514 -5.91068 3.27176
79 H 4.33005 1.66216 -1.18433
80 H -1.05215 -3.70118 -4.61747
81 H -0.98518 -5.00995 -0.88520
82 H -2.59504 -5.51967 -4.61099
83 H 3.21665 -2.87341 -4.66447
84 C 7.04081 -1.67131 0.84678
85 C 1.43175 0.80825 1.63712
86 H -4.43520 5.46024 -4.04677
87 N 6.16907 -2.88766 -0.98977
88 O 1.70676 6.43256 -1.32546
89 H 4.82396 -1.89437 5.89211
90 O -3.44171 1.92016 0.50194
91 H -2.23002 -4.69025 2.53780
92 C -0.84611 -2.01959 3.98778
93 C 1.44923 8.39982 -0.19204
94 H -0.35609 -8.07334 1.56091
95 H 7.08902 -2.75948 -1.38647
96 C 6.35061 -0.37197 -1.36538
97 H -6.44334 -0.18274 -8.38276
98 O -5.04221 0.12520 -3.66500
99 H 1.98252 -0.43002 -0.06467
100 O -1.55072 -5.68530 0.91387
101 C 5.80390 -3.60394 -4.68873
102 H -5.11891 -0.66802 -1.21519
103 H 0.96693 -2.43564 5.85885
104 C -0.21738 -7.12273 -0.46602
105 C -2.93715 3.30973 -3.48828
106 H 5.04467 4.65067 1.54838
107 H 5.14718 2.29704 0.22470
108 C 6.40606 5.83844 3.62422
109 C 2.59261 -3.31059 -2.07329
110 H 3.14263 3.61251 0.63350
111 C 4.97673 1.38733 -0.35105
112 H -7.37602 -2.35085 -1.51510
113 H 2.66513 -4.33962 1.28488
114 H 6.89230 -2.45545 1.58918
115 H 3.20332 -5.33404 4.86358
116 H -7.37768 -3.11294 3.67178
117 H -3.08081 4.00642 -2.66241
118 H 2.03315 -2.91711 -1.22459
119 O 7.04187 1.22973 4.39878
120 C -2.26030 -8.06453 -3.34194
121 C 0.33677 -5.99523 4.25341
122 O 4.98911 -3.07072 -3.63848
123 H -5.69344 0.02652 -5.58779
124 H -6.28424 1.55033 -4.62011
125 N -6.76117 3.49337 0.24202
126 H -0.42255 -3.02249 3.93421
127 H 8.36848 2.69492 4.29126
128 O -6.12091 -1.48627 4.08819
129 H 3.08247 -1.17049 6.46358
130 H 2.98582 7.32598 0.21977
131 H 3.73254 -1.63324 -1.93216
132 H 4.00798 -2.04649 4.55946
133 H 5.25083 0.56208 2.69444
134 H -6.43960 3.70965 2.80560
135 H 5.15731 7.01218 2.14129
136 H -5.22777 1.55590 -0.33074
137 H -1.78569 -2.38457 -0.77773
138 H -2.49767 -0.06916 3.28858
139 H 6.70875 -3.98346 -4.21404
140 H -3.16430 -7.59466 -2.95448
141 H -0.19386 -4.77756 -7.24176
142 H -8.21048 -1.52865 4.02923
143 H 1.61701 1.47721 7.23538
144 O -3.17520 3.94348 -4.76465
145 H -0.33298 1.25494 -4.51366
146 H 0.22368 -6.53002 -2.21854
147 H -1.73431 -8.70910 -2.63771
148 C -1.53386 2.64807 -3.46660
149 H -4.74945 -1.06555 0.53348
150 H 7.05704 -0.71103 1.36225
151 H 0.40653 5.64171 -2.66860
152 H -5.98299 1.99494 2.46184
153 H 5.65822 -3.14243 -1.82298
154 C 5.40684 -0.62737 4.44275
155 H 1.62490 5.78577 3.23065
156 C -5.84606 -1.12051 2.68779
157 H -1.01108 5.75909 2.40512
158 O 3.27497 5.53593 1.52554
159 H 0.66878 -6.78572 4.92645
160 C -1.34450 1.65727 -4.56914
161 C -5.44119 3.45163 0.83450
162 H 0.28381 10.19290 -0.99009
163 H 0.72599 -8.91480 0.50911
164 H 0.28866 -4.55611 -3.81946
165 H 0.51172 -7.99069 -2.07445
166 H -2.33828 3.57231 -0.17885
167 H -3.67310 -0.02345 0.94269
168 H 3.44937 -3.87104 -1.69918
169 C -5.49566 0.16351 -8.79520
170 O -1.60283 3.95967 5.00102
171 H 1.49008 -1.38274 -3.73988
172 H 1.58113 -3.21885 2.18686
173 H -1.15306 -7.59531 -0.76477
174 O -0.55899 -1.23098 5.16077
175 H -7.06536 -1.04448 -0.64898
176 C -1.60204 -1.53818 -1.43955
177 C 1.44122 7.78466 -1.60099
178 H -7.45793 3.98497 0.78328
179 N -3.97025 -0.96215 1.16773
180 C -3.58234 0.02452 3.23545
181 C 2.61133 -3.45692 1.92209
182 H -3.71580 1.02264 2.81828
183 H -2.04616 1.40185 -1.93338
184 H 2.20494 8.29491 -2.18791
185 H -2.38787 -0.78324 -1.41433
186 H -2.79032 -2.85524 -5.96316
187 C -3.40597 -1.97629 -5.77207
188 H 5.58322 1.02001 5.85204
189 H 0.67527 7.95104 0.43059
190 H -4.75684 3.11841 2.86923
191 H -6.67601 4.13056 -0.53698
192 H -4.41980 -3.02738 -1.33691
193 H 0.48340 7.84978 -2.11717
194 C 4.54842 0.05851 3.35861
195 C 6.22603 0.40065 5.22651
196 H -1.47240 2.43366 0.83799
197 H 0.32116 -5.18514 0.14140
198 H -1.57512 -1.95775 -2.44520
199 H -0.24481 -1.08673 0.70754
200 H 7.25694 5.96606 2.95502
201 H -4.30742 -2.36340 -5.29706
202 H 3.06899 -2.53415 1.56553
203 N 4.22420 6.87189 4.01898
204 C -4.65874 -2.54957 -2.28702
205 H 2.33865 1.11704 5.71506
206 H -2.98680 2.47725 5.78508
207 H 0.68509 1.40846 5.73845
208 H -3.97156 0.08957 4.25151
209 C 5.07926 6.29073 2.95462
210 H 5.75437 -0.24854 -2.26947
211 H 2.03441 5.58440 -3.25901
212 O -1.38229 -6.98030 -3.67905
213 H 1.21350 7.14434 4.01570
214 H 1.52762 -1.28726 4.76459
215 H 0.50468 3.77749 5.23987
216 C -0.18506 -4.34200 -4.77750
217 H -3.26660 -2.50215 -8.35028
218 C -5.63703 -1.37680 -1.86118
219 H -3.49870 -0.49094 -9.51814
220 H 2.37430 1.33263 1.79432
221 N -5.03436 -1.63546 -10.37870
222 H 1.36830 -1.13717 -2.22958
223 H -2.73678 -3.89416 1.02154
224 C -1.96371 2.65388 5.45315
225 H -0.92886 0.44999 0.16480
226 C 1.19097 -0.55415 6.74424
227 C -4.35695 -1.10093 2.50540
228 H -2.31399 -7.00372 -5.55900
229 C -0.23034 4.19201 4.54994
230 C -5.51933 0.80804 -4.84817
231 H 4.13433 4.33312 3.00312
232 C 0.77463 -1.41028 5.54304
233 H -0.06991 3.66576 3.60897
234 H -6.71235 -1.04259 -3.65979
235 C 3.08499 -2.02022 -2.71894
236 H 6.41117 4.80060 3.95733
237 H -5.17471 3.96034 -4.39577
238 H 0.70551 1.54836 1.97312
239 H -5.09268 4.48339 0.78855
240 H 0.68758 1.89983 -0.93963
241 C 2.55929 4.41876 1.07820
242 N 2.72305 8.27315 0.45203
243 H -4.56738 2.92835 -1.06663
244 N -1.08169 -5.04852 -6.84372
245 H -1.53805 -5.70667 -7.45907
246 C 1.43803 5.48758 -2.35180
247 H -6.77194 0.29542 -2.57526
248 H -4.99891 0.69233 -7.98175
249 C 5.98772 -1.58195 -0.35413
250 C 1.27387 0.36311 0.17376
251 H 8.06957 -1.80615 0.51274
252 H -1.92938 -2.08508 3.88611
253 H -2.43922 -8.68565 -4.21962
254 C -5.70973 3.04368 2.34529
255 H -3.93819 -2.06224 2.80307
256 O -0.33466 -0.84786 -1.29624
257 H -0.85497 7.38465 3.18277
258 C 2.63383 -5.07589 3.97075
259 H -0.78058 3.41421 -3.65012
260 H 4.13701 -1.37490 -4.48575
261 H -6.21240 -1.95054 2.08368
262 H 3.01613 -2.95767 4.04035
263 H -3.61298 2.47769 -3.29060
264 H 3.88834 0.79524 3.81648
265 H 1.91530 4.00228 1.85274
266 C 3.84923 -2.30022 -3.98668
267 N 2.46837 -1.03358 7.25366
268 H 7.07862 3.01844 5.38431
269 C 0.37252 -7.91612 0.76560
270 H 0.22309 -6.26516 3.20351
271 H -0.37505 6.13129 5.35401
272 H 0.44471 -0.67335 7.52971

Summary:
* frontier orbital gap: 8.746 eV
* calculated total energy: -125810.98272 eV
* 2S+1: 1
* E_HOMO: -8.374 eV
* energy above the lowest of the compared OMol25 structures with the same formula, charge and spin: 136.0 kcal per mole
* strongest force on any atom: 0.0674 Eh/bohr

=====

No. 5
This record from OMol25 describes a 2-piece molecular cluster, H4N2OS overall. The level of theory is ωB97M-V/def2-TZVPD.

Atoms and positions in Å:
1 H 2.53219 -1.62233 -0.51235
2 O -2.61190 0.48979 0.07081
3 H -3.00511 -0.23321 -0.41309
4 H -1.77551 0.62577 -0.34555
5 N 0.53452 0.79107 0.41921
6 S 1.00314 -0.23590 -0.50462
7 H 1.12432 1.12473 1.21162
8 N 2.19835 -0.93992 0.07397

Summary:
* frontier orbital gap: 10.165 eV
* calculated total energy: -15925.89767 eV
* 2S+1: 1
* E_HOMO: -10.341 eV
* energy above the lowest of the compared OMol25 structures with the same formula, charge and spin: 26.9 kcal per mole
* strongest force on any atom: 0.0756 Eh/bohr